No. 1
# H24NeO12Xe

A molecular structure, H24NeO12Xe (the ωB97M-V functional and the def2-TZVPD basis, OMol25).

Element x y z (Å)
1 Ne -2.2401 2.8104 -1.8394
2 Xe -1.0083 -0.2195 -0.1285
3 O -0.6953 -1.0708 4.1337
4 H -1.2397 -0.6856 4.8203
5 H -0.2772 -0.3212 3.7100
6 O 0.8479 1.4801 2.9557
7 H 1.4323 1.2150 2.2454
8 H 1.2722 1.1546 3.7496
9 O -1.8315 -3.8251 -1.4776
10 H -1.6631 -4.6793 -1.8755
11 H -1.0023 -3.5856 -1.0637
12 O 0.9274 3.1398 -0.5137
13 H 0.0589 3.2378 -0.1234
14 H 1.3329 4.0014 -0.4162
15 O 0.8067 -3.0233 1.4660
16 H -0.0521 -2.9278 1.8778
17 H 1.2534 -3.6856 1.9934
18 O 2.7533 -1.6313 0.3063
19 H 2.2210 -2.2009 0.8616
20 H 3.5821 -2.0998 0.2064
21 O 2.7070 0.1265 -1.8740
22 H 2.6872 0.2927 -0.9316
23 H 2.1593 0.8152 -2.2507
24 O 1.2790 -3.1515 -1.7775
25 H 1.8103 -2.4670 -1.3706
26 H 0.7560 -2.6910 -2.4337
27 O -1.0968 0.2740 -3.8586
28 H -2.0361 0.0912 -3.8809
29 H -0.6834 -0.5735 -4.0233
30 O 0.9586 1.9690 -2.9226
31 H 0.1674 1.4311 -2.8934
32 H 1.0461 2.3157 -2.0347
33 O -1.3653 3.5447 0.9498
34 H -1.8577 2.7435 1.1281
35 H -1.9205 4.0382 0.3460
36 O -3.3374 1.5384 2.2948
37 H -4.1328 1.8596 1.8699
38 H -3.6195 0.7597 2.7747

Results
**Electronic energy**: -37431.3044 eV
**ΔE to the lowest compared entry with this formula, charge and spin**: 17.70 kcal per mole
**LUMO energy**: -0.0004 hartree
**Net charge**: 0
**Orbital gap**: 10.00 eV

No. 2
# C32H42CrN2Si

A molecular structure, C32H42CrN2Si in a non-equilibrium geometry (the ωB97M-V functional and the def2-TZVPD basis, OMol25).

Element x y z (Å)
1 Cr -0.7160 -0.4923 -0.9384
2 C 0.6775 2.9311 -1.9702
3 C -0.5638 2.0814 -2.0658
4 C -1.7646 2.5101 -1.4978
5 C -1.8582 3.9038 -0.9264
6 C -2.9078 1.6799 -1.5211
7 C -4.1659 2.1086 -0.8074
8 C -2.9004 0.5040 -2.2757
9 C -4.1500 -0.3036 -2.4921
10 C -1.7209 0.1172 -2.9584
11 C -1.7931 -1.0734 -3.8898
12 C -0.5373 0.8772 -2.8177
13 C 0.7191 0.5193 -3.5839
14 H 0.8289 3.5132 -2.8836
15 H 1.5721 2.3286 -1.8237
16 H 0.6275 3.6325 -1.1417
17 H -1.4226 3.9736 0.0750
18 H -2.8841 4.2501 -0.8605
19 H -1.3188 4.6141 -1.5507
20 H -4.8433 2.6465 -1.4756
21 H -3.9575 2.7593 0.0386
22 H -4.7106 1.2494 -0.4244
23 H -3.9358 -1.3646 -2.5723
24 H -4.6277 0.0200 -3.4221
25 H -4.8743 -0.1805 -1.6949
26 H -2.6790 -0.9864 -4.5191
27 H -1.8885 -2.0193 -3.3519
28 H -0.9380 -1.1367 -4.5517
29 H 0.7418 -0.5171 -3.8998
30 H 1.6172 0.6959 -2.9979
31 H 0.8046 1.1378 -4.4811
32 C 0.8267 -1.6132 -1.0381
33 Si 1.4979 -1.6189 0.7054
34 C 0.0125 -1.0637 1.7294
35 N -0.6967 0.0958 1.0618
36 C -2.0876 0.2339 1.6282
37 C -2.1121 0.6763 3.0805
38 C -1.3560 1.9803 3.2744
39 C 0.0615 1.8435 2.7434
40 C 0.0541 1.3804 1.2952
41 C 2.0242 -3.3087 1.2260
42 C 2.8677 -4.0608 0.4032
43 C 3.3067 -5.3162 0.7917
44 C 2.9096 -5.8368 2.0175
45 C 2.0768 -5.1058 2.8492
46 C 1.6355 -3.8490 2.4538
47 C 2.8606 -0.3562 0.8599
48 C 3.3344 -0.0149 2.1320
49 C 4.3013 0.9650 2.2950
50 C 4.8204 1.6204 1.1852
51 C 4.3845 1.2834 -0.0862
52 C 3.4122 0.3012 -0.2412
53 H 0.4458 -2.6041 -1.3094
54 H 1.5144 -1.2631 -1.8091
55 H 0.2318 -0.8033 2.7647
56 H -0.6986 -1.8953 1.7545
57 H -2.5802 -0.7244 1.4819
58 H -2.6024 0.9642 1.0049
59 H -1.6837 -0.1036 3.7165
60 H -3.1561 0.7687 3.3854
61 H -1.3545 2.2778 4.3231
62 H -1.8665 2.7819 2.7254
63 H 0.6447 1.1593 3.3649
64 H 0.5936 2.7972 2.7766
65 H 1.0670 1.2453 0.9173
66 H -0.4325 2.1254 0.6748
67 H 3.1927 -3.6711 -0.5567
68 H 3.9564 -5.8904 0.1445
69 H 3.2495 -6.8183 2.3214
70 H 1.7670 -5.5148 3.8019
71 H 0.9772 -3.2971 3.1170
72 H 2.9518 -0.5215 3.0133
73 H 4.6579 1.2163 3.2855
74 H 5.5769 2.3841 1.3119
75 H 4.8050 1.7743 -0.9546
76 H 3.0951 0.0405 -1.2441
77 N -2.8433 -2.7402 -0.4423
78 C -2.0733 -1.9033 -0.6536

Results
**Electronic energy**: -73138.8633 eV
**ΔE to the lowest compared entry with this formula, charge and spin**: 0.00 kcal per mole
**LUMO energy (spin up / spin down)**: -0.1395 / -0.1202 hartree
**2S+1**: 2
**Net charge**: +1
**Orbital gap (spin up / spin down)**: 7.77 / 8.20 eV

No. 3
# C6H7N

A single C6H7N molecule in a non-equilibrium geometry (the ωB97M-V functional and the def2-TZVPD basis, OMol25).

Element x y z (Å)
1 C -0.4300 -0.8439 1.2571
2 N -0.4834 0.3511 1.6673
3 C -0.5846 1.1219 0.4388
4 C 0.6350 1.0556 -0.3687
5 C 1.1666 -0.3414 -0.5388
6 C -0.2064 -1.0064 -0.2382
7 C -0.9969 0.2138 -0.6513
8 H -0.4990 -1.6828 1.9244
9 H -1.0570 2.1071 0.4946
10 H 1.2810 1.9393 -0.4846
11 H 1.4109 -0.4865 -1.5986
12 H 2.0416 -0.6373 0.0577
13 H -0.3770 -1.9826 -0.7001
14 H -1.9017 0.1995 -1.2598

Results
**Structure (SMILES)**: C1=N[C@H]2[C@H]3C[C@@H]1[C@H]32
**Electronic energy**: -7821.9271 eV
**ΔE to the lowest compared entry with this formula, charge and spin**: 85.79 kcal per mole
**LUMO energy**: 0.0404 hartree
**Net charge**: 0
**Orbital gap**: 9.53 eV

No. 4
# C20H29IInN5O4S2

A molecular structure, C20H29IInN5O4S2 (the ωB97M-V functional and the def2-TZVPD basis, OMol25).

Element x y z (Å)
1 In 0.5208 0.6723 -0.5269
2 C -0.3418 1.7323 1.2938
3 C -1.6393 1.0253 1.2978
4 C -1.6028 0.0773 2.2797
5 C -0.3517 0.1860 3.0006
6 C 0.3897 1.1774 2.4422
7 C 1.6953 1.7406 2.9138
8 C 0.0312 -0.7147 4.1322
9 C -2.6462 -0.9434 2.6088
10 C -2.8179 1.4159 0.4662
11 C -0.2861 3.2283 1.0619
12 H 1.5492 2.6497 3.5044
13 H 2.3447 2.0290 2.0795
14 H 2.2462 1.0421 3.5485
15 H -0.5480 -0.5036 5.0352
16 H 1.0856 -0.6181 4.3896
17 H -0.1438 -1.7643 3.8812
18 H -3.5059 -0.8807 1.9420
19 H -3.0146 -0.8256 3.6316
20 H -2.2530 -1.9636 2.5426
21 H -3.3436 2.2620 0.9196
22 H -3.5354 0.5998 0.3757
23 H -2.5451 1.7299 -0.5429
24 H -0.6899 3.7522 1.9347
25 H -0.8830 3.5340 0.1994
26 H 0.7293 3.5859 0.8965
27 N 1.3230 4.7283 -2.3582
28 C 0.9877 3.4368 -2.1199
29 S 2.1699 2.4956 -1.2529
30 N -0.1778 3.0691 -2.6130
31 N -0.5090 1.7923 -2.2585
32 C -1.3798 1.1789 -2.9514
33 C -1.7747 -0.1818 -2.5412
34 C -2.5522 -0.9736 -3.3669
35 C -2.8819 -2.2512 -2.9424
36 C -2.4398 -2.6829 -1.7071
37 C -1.6707 -1.8225 -0.9382
38 N -1.3478 -0.5979 -1.3389
39 H 2.2698 5.0243 -2.2040
40 H 0.7505 5.2353 -3.0135
41 H -1.8281 1.6429 -3.8260
42 H -2.8824 -0.5914 -4.3222
43 H -3.4762 -2.8991 -3.5733
44 H -2.6712 -3.6702 -1.3346
45 H -1.2977 -2.1077 0.0351
46 C 3.0703 -1.8087 -3.6116
47 S 2.1330 -1.5882 -2.1461
48 O 3.0588 -1.2957 -1.0535
49 O 1.3327 -2.7837 -1.9646
50 O 1.2894 -0.3734 -2.4127
51 H 3.7509 -2.6364 -3.4321
52 H 3.6180 -0.8939 -3.8166
53 H 2.3953 -2.0433 -4.4296
54 N 2.6432 -1.2897 1.8877
55 C 1.6937 -1.8858 1.1624
56 O 0.7187 -1.2731 0.7332
57 C 1.8150 -3.3662 0.9427
58 I 1.2832 -4.4713 2.6929
59 H 2.6499 -0.2797 1.9304
60 H 3.5285 -1.7550 2.0015
61 H 2.8289 -3.6516 0.6814
62 H 1.1349 -3.6555 0.1540

Results
**Electronic energy**: -71798.2671 eV
**ΔE to the lowest compared entry with this formula, charge and spin**: 0.00 kcal per mole
**LUMO energy**: -0.0114 hartree
**Net charge**: 0
**Orbital gap**: 6.80 eV